The following is a quantum chemistry calculation of a single C10H8ClNO2S molecule, from the Open Molecules 2025 dataset.

Properties
Charge: 0
E_LUMO (alpha / beta) (eV): -1.8961 / -1.8951
Energy relative to the best compared isomer or geometry (same formula, charge and spin) (kcal/mol): 39.9
E_HOMO (alpha / beta) (eV): -9.0076 / -9.0073
Orbital gap (alpha / beta) (eV): 7.11 / 7.11
Calculated total energy (a.u.): -1449.3332
SMILES: Cc1ccc(C([C@H](Cl)C#N)=S(=O)=O)cc1
Largest force on an atom (Eh/bohr): 0.0801

```
23
Properties=species:S:1:pos:R:3:forces:R:3
C -2.321662 0.141998 0.307842 1.411 -1.686 -1.707
C -0.868916 0.217929 0.038364 0.593 1.637 0.988
C -0.180252 -0.833246 -0.432603 2.685 -1.050 -0.463
C 1.239856 -0.831615 -0.558348 -1.152 0.051 -0.593
C 1.991861 0.213341 -0.129068 -1.727 3.201 1.388
C 3.408882 0.218395 0.097081 0.513 0.310 -2.077
C 4.156806 -1.053229 0.026768 -1.483 -3.285 1.994
Cl 5.303662 -1.155513 1.466451 -0.418 -0.296 -0.564
C 4.828170 -1.406834 -1.203838 0.042 0.052 0.347
N 5.320897 -1.759742 -2.173049 0.198 -0.083 -0.518
S 4.370565 1.495690 -0.363792 -0.822 -0.170 1.607
O 5.734524 1.197381 -0.093167 1.120 0.390 -0.552
O 3.824954 2.813339 -0.227174 0.045 0.210 -0.509
C 1.250665 1.401303 0.315157 0.268 -2.790 -0.836
C -0.105645 1.345369 0.403129 0.567 -1.639 -0.891
H -2.878803 0.947917 0.603811 -0.944 2.508 0.155
H -2.718649 -0.395038 -0.526009 -0.941 0.027 -0.642
H -2.410279 -0.526606 1.083798 -0.363 -1.762 2.077
H -0.558206 -1.803972 -0.574629 -1.219 -0.858 -0.656
H 1.708961 -1.563582 -1.184192 0.135 -0.972 0.324
H 3.353890 -1.963409 0.239794 2.090 2.399 -0.531
H 1.806207 2.259924 0.511200 0.561 1.279 0.728
H -0.652739 2.079865 0.845872 -1.159 2.527 0.932
```
Forces are in eV/Å.



The following is a quantum chemistry calculation of a molecular structure, C13H24Br2NSi2W, from the Open Molecules 2025 dataset.

Properties
Charge: +3
E_LUMO (alpha / beta) (eV): -12.1005 / -12.0995
Energy relative to the best compared isomer or geometry (same formula, charge and spin) (kcal/mol): 9.3
E_HOMO (alpha / beta) (eV): -18.7968 / -18.7960
Orbital gap (alpha / beta) (eV): 6.70 / 6.70
Calculated total energy (a.u.): -6357.4774
Largest force on an atom (Eh/bohr): 0.0094

```
43
Properties=species:S:1:pos:R:3:forces:R:3
W -1.271508 -0.532175 -0.125268 -0.299 0.256 0.278
C 0.828055 -1.550198 -3.233952 -0.012 0.068 -0.129
Si 0.534226 -1.700335 -1.441195 -0.088 0.177 0.057
C 1.697541 -2.755915 -0.511222 0.010 -0.059 0.073
C -1.818060 -2.444992 0.531704 0.284 -0.158 0.022
C 0.237285 0.582070 0.412272 -0.087 -0.280 -0.215
C 0.344105 0.226569 1.825623 -0.234 -0.231 0.093
C 1.212585 0.519171 2.848019 -0.005 -0.013 -0.171
C 0.871717 0.051492 4.124772 -0.140 -0.106 0.088
C -0.288857 -0.680848 4.309696 0.118 0.059 0.010
C -1.108537 -0.972269 3.214928 0.003 -0.124 0.060
N -0.779223 -0.526033 2.015236 0.127 0.282 0.062
Si 1.036936 1.953945 -0.683777 -0.079 0.049 -0.086
C 2.734984 1.338256 -1.102122 0.017 -0.004 0.022
C -0.148589 1.860757 -2.153477 0.113 0.016 0.081
C 0.955215 3.543250 0.247417 0.014 0.003 0.031
H 0.678354 -2.549043 -3.667357 -0.005 -0.007 -0.007
H 1.872626 -1.290895 -3.433855 0.009 -0.017 -0.006
H 0.173685 -0.846232 -3.744398 0.010 -0.013 -0.028
H 1.807072 -3.727209 -1.004929 -0.007 -0.006 0.003
H 1.442619 -2.903520 0.536117 0.010 -0.019 0.007
H 2.679470 -2.265901 -0.569707 0.008 -0.015 -0.002
H -2.174931 -3.050138 -0.305078 0.005 0.013 0.007
H -2.696085 -2.191278 1.157713 0.007 0.069 0.009
H -1.151772 -3.034860 1.158470 0.002 0.031 0.039
H 2.109212 1.100266 2.679035 -0.009 0.009 -0.003
H 1.509145 0.278129 4.969917 -0.003 -0.003 0.003
H -0.576189 -1.028745 5.292621 -0.001 -0.004 -0.005
H -2.016163 -1.553592 3.325499 0.005 0.024 -0.009
H 2.721581 0.461687 -1.755529 0.021 -0.013 0.003
H 3.328610 1.105197 -0.216374 0.012 0.013 -0.009
H 3.266404 2.123868 -1.647558 0.007 -0.013 -0.016
H 0.332116 1.519100 -3.070420 0.001 0.000 -0.014
H -0.619299 2.822286 -2.367493 -0.030 -0.005 0.029
H -0.980389 1.160931 -1.949141 -0.043 0.058 -0.183
H 1.627909 3.548728 1.106897 -0.008 0.010 -0.001
H -0.052561 3.780082 0.593072 0.000 0.003 -0.001
H 1.271123 4.354143 -0.415128 0.007 0.006 0.001
Br -3.046236 -0.726029 -2.193266 0.078 0.052 0.056
C -4.116270 0.743825 -1.485658 0.019 -0.001 0.027
Br -3.210833 1.299468 0.161735 0.128 -0.080 -0.190
H -5.112751 0.386027 -1.245841 0.011 -0.026 0.012
H -4.104306 1.570965 -2.187986 0.024 0.000 0.001
```
Forces are in eV/Å.



The following is a quantum chemistry calculation of 2 unconnected molecules or ions with the total composition C7H19BNO3, from the Open Molecules 2025 dataset.

Properties
Charge: +1
E_LUMO (eV): -4.3698
E_HOMO (eV): -13.8541
Orbital gap (eV): 9.48
Calculated total energy (a.u.): -583.2087
Largest force on an atom (Eh/bohr): 0.0705

```
31
Properties=species:S:1:pos:R:3:forces:R:3
B 1.068719 -2.813712 -1.773393 -0.802 1.435 1.348
C -1.590868 3.362816 -0.158975 2.361 2.372 0.469
C 2.652134 -1.537948 0.056543 -1.325 0.797 2.269
C -2.276562 0.964451 1.173240 0.738 0.710 0.293
C -0.458093 2.351238 -0.014629 1.671 -0.297 0.084
C 1.367148 -2.167543 -0.332154 -2.794 1.385 0.861
C -0.771866 1.433301 1.195803 -0.454 -0.195 -0.028
C 0.155008 0.136506 1.059804 -1.619 1.946 0.509
N -0.010617 -0.473273 -0.243615 0.323 -3.177 0.043
O -0.226725 -2.896746 -2.150177 -0.913 -2.125 -2.788
O 2.149492 -3.074032 -2.474112 1.079 -0.308 -0.813
O -0.048109 -0.814774 2.044265 0.004 -0.018 1.604
H -2.218808 3.224859 0.695223 -0.588 0.632 0.202
H -2.130652 3.346207 -1.052756 -1.057 -0.961 -1.376
H -1.215006 4.426245 -0.257592 -0.210 -1.022 0.859
H 2.566897 -1.027805 1.084767 0.265 -0.911 -1.529
H 3.255185 -2.402401 0.187677 0.999 -1.043 0.375
H 3.201710 -0.901327 -0.618050 -0.360 0.123 -0.653
H -2.595279 0.867506 0.116403 -0.329 0.110 0.789
H -2.972959 1.538771 1.847147 0.714 -0.127 -1.233
H -2.244583 0.022757 1.662691 -0.341 -1.254 0.139
H -0.346259 1.776601 -0.931855 -0.828 -0.292 -0.191
H 0.656720 2.661155 0.006396 -1.802 0.581 0.610
H 0.661488 -2.617518 0.447567 1.717 0.587 -0.545
H -0.637130 2.021094 2.178835 0.412 -1.104 -1.393
H 1.148590 0.462500 1.034753 1.790 0.750 0.295
H 0.320860 0.149291 -0.974905 -0.610 -0.332 -0.049
H -0.941296 -0.940694 -0.369148 1.088 0.897 -0.288
H -0.407644 -3.473035 -3.020316 0.521 2.001 2.877
H 1.877678 -3.208174 -3.377552 0.485 -0.485 -0.915
H 0.010826 -0.396315 2.958112 -0.138 -0.675 -1.823
```
Forces are in eV/Å.



The following is a quantum chemistry calculation of a molecular structure, C31H32N7O3RuS3Sb, from the Open Molecules 2025 dataset.

Properties
Charge: +1
E_LUMO (alpha / beta) (eV): -2.8587 / -3.9422
Energy relative to the best compared isomer or geometry (same formula, charge and spin) (kcal/mol): 0.0
Expectation value of S²: 0.756
E_HOMO (alpha / beta) (eV): -10.5855 / -10.5850
Orbital gap (alpha / beta) (eV): 7.73 / 6.64
Calculated total energy (a.u.): -3339.0867
Spin multiplicity: 2
Largest force on an atom (Eh/bohr): 0.0111

```
78
Properties=species:S:1:pos:R:3:forces:R:3
Ru -0.116805 -0.177404 -0.308356 -0.204 -0.270 0.158
C -2.660590 0.100849 2.432355 -0.013 0.032 0.040
C -1.565863 1.104176 2.262841 0.055 -0.056 -0.113
N -0.660060 1.125434 1.302885 0.084 0.186 -0.162
C 0.081967 2.291900 1.329055 -0.042 -0.020 0.001
C -0.220123 3.126365 2.349931 0.007 -0.018 0.052
S -1.467843 2.456242 3.288475 -0.047 0.010 0.022
C 1.044424 2.500157 0.258983 -0.102 0.077 0.151
C 1.966329 3.488095 0.195023 0.033 -0.116 -0.144
S 2.895084 3.287585 -1.218272 0.021 0.118 0.052
C 2.013604 1.893097 -1.646078 0.006 -0.053 -0.036
N 1.046455 1.607014 -0.800594 0.092 -0.075 -0.212
C 2.481450 1.102526 -2.815756 0.095 -0.069 0.086
H -2.784505 -0.473969 1.517524 -0.013 -0.014 -0.002
H -3.595913 0.610355 2.661070 0.013 0.023 -0.010
H -2.458262 -0.587593 3.251802 0.008 0.008 0.015
H 0.235141 4.068540 2.602237 -0.004 0.008 -0.012
H 2.147882 4.276065 0.905067 0.011 0.009 -0.002
H 3.153152 1.700195 -3.429848 -0.017 0.022 -0.005
H 1.659239 0.735562 -3.419018 -0.009 0.047 0.034
H 3.053356 0.250269 -2.440873 -0.024 0.032 -0.012
C 4.097183 -4.623914 -5.717373 0.013 -0.020 -0.017
C 2.962590 -3.835017 -5.130175 -0.037 0.029 0.018
C 3.148066 -3.068033 -3.978545 -0.028 -0.004 -0.027
C 2.111567 -2.318304 -3.450451 0.043 -0.002 0.119
C 0.871133 -2.335087 -4.072000 -0.071 0.139 0.059
C 0.658004 -3.094906 -5.210361 -0.023 0.000 -0.058
C 1.705381 -3.837040 -5.731580 0.057 -0.016 0.005
S -0.462955 -1.375311 -3.417445 0.282 0.067 0.023
O -1.678228 -1.896697 -3.974091 -0.074 -0.055 0.003
O -0.199437 0.031644 -3.621356 -0.181 -0.100 0.123
N -0.373381 -1.619739 -1.797005 0.002 0.251 -0.180
C -0.815728 -2.887843 -1.351967 0.048 0.031 0.168
C -1.058989 -4.022876 -2.096223 0.016 0.035 -0.063
C -1.412864 -5.230938 -1.466924 -0.024 -0.094 0.068
C -1.494707 -5.343901 -0.107781 -0.020 -0.055 -0.123
C -1.236703 -4.209930 0.686375 0.053 0.163 0.002
C -1.172595 -4.243980 2.097746 -0.016 -0.022 -0.004
C -0.815049 -3.123116 2.786879 -0.013 0.002 -0.013
C -0.588860 -1.932624 2.077479 -0.030 -0.070 -0.072
N -0.701538 -1.848738 0.767299 -0.035 -0.050 -0.078
C -0.951090 -2.985735 0.050160 0.024 -0.140 0.100
H 4.830440 -4.893280 -4.958700 -0.007 0.004 0.009
H 4.612599 -4.037343 -6.480618 -0.008 0.006 0.001
H 3.740432 -5.537051 -6.191921 -0.005 0.006 0.001
H 4.115919 -3.063960 -3.491637 -0.001 0.001 0.002
H 2.257035 -1.730831 -2.549493 -0.022 -0.055 -0.067
H -0.320133 -3.110471 -5.672846 0.012 0.010 -0.001
H 1.539801 -4.434788 -6.619334 0.011 -0.003 0.000
H -0.987334 -4.023865 -3.172081 0.005 0.061 0.041
H -1.601060 -6.091688 -2.094903 -0.003 -0.011 0.025
H -1.733176 -6.286085 0.367496 0.003 0.003 -0.006
H -1.370692 -5.175666 2.613254 0.010 0.007 0.003
H -0.694091 -3.132701 3.860810 0.006 0.035 -0.005
H -0.304207 -1.028787 2.593611 -0.014 -0.028 0.054
C -1.580852 2.692346 -2.622822 0.006 -0.012 -0.028
Sb -2.188838 1.050276 -1.432448 0.042 0.094 0.058
C -3.668273 0.111962 -2.616668 0.021 -0.021 0.011
C -3.459240 2.150679 -0.121809 0.018 -0.034 0.035
H -2.470590 3.134687 -3.069569 0.007 0.018 0.009
H -0.906455 2.351236 -3.402760 -0.004 -0.021 0.021
H -1.086002 3.433687 -1.995918 -0.008 -0.016 0.017
H -4.501410 0.808844 -2.696157 -0.004 -0.006 -0.005
H -4.000468 -0.812671 -2.149088 0.016 0.003 0.010
H -3.263757 -0.118157 -3.597309 -0.003 0.008 0.001
H -4.131297 2.752877 -0.732057 0.017 -0.012 -0.028
H -2.871072 2.815009 0.511619 -0.015 -0.009 -0.010
H -4.054769 1.484442 0.498717 -0.011 0.023 -0.005
N 2.385034 -2.836836 0.400120 0.050 -0.228 0.048
C 2.180992 -1.676589 1.045097 -0.022 0.036 -0.065
O 1.773997 -0.665994 0.349274 -0.058 -0.029 -0.112
C 2.401369 -1.568420 2.420813 -0.236 0.277 -0.165
C 1.971142 -0.367943 3.043737 0.553 -0.082 0.124
N 1.622421 0.618100 3.532057 -0.226 -0.047 -0.052
C 2.804761 -2.704648 3.158622 -0.157 -0.015 0.255
N 3.062332 -3.679989 3.717897 0.081 0.003 -0.100
H 2.203127 -2.901247 -0.586350 -0.005 0.055 -0.003
H 2.704399 -3.652755 0.897647 0.015 0.010 -0.026
```
Forces are in eV/Å.